Entry one
Formula: C3H13NO4
Source: the OMol25 dataset
Level of theory: the ωB97M-V functional and the def2-TZVPD basis

Element x y z (Å)
N 0.1994 0.1117 -1.5119
C -0.5425 -0.3124 -0.3040
C -0.2627 -1.8657 -0.0368
C 0.8829 -2.5135 -0.8236
O 1.4143 -3.5165 -0.4319
H -0.0320 -0.4815 -2.2943
H 0.1370 1.1044 -1.6340
H -0.0484 0.1914 0.5570
H -1.6250 -0.0092 -0.2842
H -1.2111 -2.4465 -0.1952
H -0.0638 -2.0176 1.0101
H 1.2255 -1.9189 -1.6902
O 0.1747 2.5418 1.5397
H 1.0687 2.3791 1.1933
H -0.3353 1.7496 1.6965
O 2.3750 1.3013 0.4748
H 2.2984 1.1802 -0.4767
H 3.1858 0.9038 0.8109
O -2.6224 1.0324 0.7888
H -3.4569 0.6269 1.0427
H -2.7617 1.9592 0.5690

Calculated values
SMILES: NCCC=O.O.O.O
Kohn-Sham gap: 9.43 eV

***

Entry two
Formula: C3H13NO4
Source: the OMol25 dataset
Level of theory: the ωB97M-V functional and the def2-TZVPD basis

Element x y z (Å)
O 0.6203 -0.7411 1.8835
C 0.0716 -1.5378 0.7808
C 0.7717 -1.1289 -0.5131
N 0.4007 0.2802 -0.8874
C 1.3332 1.3526 -0.5883
O 2.2148 1.5417 -1.6429
H -0.0524 0.0267 2.1030
H 0.3848 -2.4801 1.0652
H -0.9050 -1.3614 0.6980
H 1.9480 -1.0791 -0.2642
H 0.5722 -1.8281 -1.2525
H 0.2294 0.1784 -1.8436
H 0.6807 2.3421 -0.5338
H 1.9684 1.1160 0.2825
H 2.7982 0.8369 -1.7306
O -2.7916 -0.0657 -0.3846
H -2.1047 -0.2058 -0.9423
H -3.2068 -0.9073 -0.1666
O -1.3877 1.3637 1.6292
H -1.2214 1.2877 0.7466
H -2.3244 1.0094 1.5611

Calculated values
SMILES: OCCNCO.O.O
Kohn-Sham gap: 9.88 eV

***

Stability verdict: entry one, ahead by 65.1 kJ/mol

***

Entry one
Formula: C2HBr2FO
Source: the OMol25 dataset
Level of theory: the ωB97M-V functional and the def2-TZVPD basis

Element x y z (Å)
C -1.9200 1.0234 -1.8860
C 1.0020 -0.3286 0.7535
O -2.8240 0.4895 -1.4266
F 0.2258 -1.4018 0.9212
Br -0.1672 1.1769 0.6635
Br 2.2140 -0.7601 -0.7233
H 1.4694 -0.1993 1.6976

Calculated values
Kohn-Sham gap: 11.00 eV

***

Entry two
Formula: C2HBr2FO
Source: the OMol25 dataset
Level of theory: the ωB97M-V functional and the def2-TZVPD basis

Element x y z (Å)
C -1.7504 -1.2761 -0.4475
C 0.4676 0.6410 0.3733
O -1.3359 -2.0740 -1.1273
F 0.3894 0.8187 1.6886
Br 1.8298 -0.6995 -0.0043
Br 0.8979 2.3237 -0.4835
H -0.4985 0.2663 0.0006

Calculated values
Kohn-Sham gap: 10.90 eV

***

Entry three
Formula: C2HBr2FO
Source: the OMol25 dataset
Level of theory: the ωB97M-V functional and the def2-TZVPD basis

Element x y z (Å)
C 1.9890 -0.1826 1.7852
C -0.7643 -0.0623 0.8018
O 1.2471 -0.8284 2.4646
F 3.1262 0.4151 2.4297
Br -1.8689 1.4390 0.9035
Br -1.7917 -1.5898 0.5367
H 2.2120 0.1349 0.8365

Calculated values
Kohn-Sham gap: 8.11 eV

***

Entry four
Formula: C2HBr2FO
Source: the OMol25 dataset
Level of theory: the ωB97M-V functional and the def2-TZVPD basis

Element x y z (Å)
C -0.2390 -0.3892 -2.2308
C 0.6919 0.0357 -0.3512
O 0.1275 -1.2108 -3.0051
F -1.4565 0.2199 -2.0835
Br 1.8098 1.6585 -0.4705
Br 1.7516 -1.4817 -0.0109
H -0.2404 -0.0712 0.2388

Calculated values
Kohn-Sham gap: 9.50 eV

***

Stability verdict: entry two, ahead by 18.9 kJ/mol

***

Entry one
Formula: C6H8N2S
Source: the OMol25 dataset
Level of theory: the ωB97M-V functional and the def2-TZVPD basis

Element x y z (Å)
C 1.8659 0.1490 -0.6195
C 1.1069 0.3445 0.6412
C 0.9129 1.6027 1.1042
N 0.8154 2.6760 1.5154
C 0.2836 -0.7366 0.8764
N 0.3019 -1.8752 0.2944
H 2.6655 0.8605 -0.7006
H 1.1274 0.2261 -1.4730
H 2.5409 -0.7506 -0.5997
H -0.3677 -0.6924 1.6907
H -0.3617 -2.5840 0.6675
H 1.0929 -2.2292 -0.3268
C -2.1007 0.9430 -1.0856
C -2.6155 0.1153 -0.2377
S -3.2468 -0.7225 0.8724
H -1.6468 1.7108 -0.5316
H -2.3740 0.9626 -2.0876

Calculated values
SMILES: C/C(C#N)=C\N.C=C=S
Kohn-Sham gap: 8.05 eV

***

Entry two
Formula: C6H8N2S
Source: the OMol25 dataset
Level of theory: the ωB97M-V functional and the def2-TZVPD basis

Element x y z (Å)
C -2.4463 -0.8405 -0.4236
C -1.4432 -0.8074 0.5593
C -2.4716 0.3616 -1.0904
C -0.8580 0.4395 0.6553
C -0.6910 1.7326 2.6376
C -0.0528 0.8937 1.7912
N 1.4919 -0.0848 -1.0997
N 2.2476 0.6499 -1.6558
S -1.2714 1.4219 -0.6286
H -3.1527 -1.6024 -0.6410
H -1.1633 -1.6291 1.1073
H -3.1407 0.5139 -1.9154
H -1.7801 1.8788 2.5760
H 0.0174 2.2547 3.3840
H 0.9656 0.5884 1.9375
H 3.1319 1.0767 -1.2634
H 2.1826 0.7510 -2.6946

Calculated values
Kohn-Sham gap: 8.79 eV

***

Stability verdict: entry one, ahead by 129.0 kJ/mol